H13O7Y as an isolated structure, computed with the ωB97M-V functional and the def2-TZVPD basis.

Geometry as XYZ:
```
21
Properties=species:S:1:pos:R:3:nbo_charge:R:1
Y -0.179 2.339 1.458 2.68
O 0.089 0.287 0.653 -1.27
H 0.711 -0.466 0.634 0.52
O -2.397 -0.847 0.242 -0.69
H -1.542 -0.574 0.574 0.47
H -2.221 -1.161 -0.645 0.48
O 0.298 -1.056 3.158 -0.88
H 0.654 -0.917 2.280 0.43
H -0.214 -1.861 3.084 0.51
O -1.282 0.704 -1.834 -0.94
H -1.845 0.538 -2.590 0.54
H -0.790 -0.109 -1.718 0.48
O 3.191 -1.376 -0.427 -0.86
H 3.325 -1.437 0.519 0.50
H 4.061 -1.512 -0.802 0.53
O -2.084 2.056 0.216 -1.07
H -3.038 1.975 0.234 0.58
H -1.824 1.655 -0.613 0.54
O 1.775 0.920 -1.662 -0.54
H 2.397 0.310 -1.265 0.51
H 0.917 0.531 -1.495 0.47
```

Output
Electronic energy (Eh): -571.48600
2S+1: 2
Charge: +3
LUMO (spin up / spin down) (eV): -14.542 / -18.001
Frontier orbital gap (spin up / spin down) (eV): 7.37 / 3.07

An isolated ion of composition C7H18NO3 and charge +1, computed with the ωB97M-V functional and the def2-TZVPD basis.

Geometry as XYZ:
```
29
Properties=species:S:1:pos:R:3:nbo_charge:R:1
C 2.111 2.240 0.974 -0.64
C 1.639 2.075 -0.468 -0.06
O 0.628 1.149 -0.436 -0.61
C -0.786 1.366 -0.022 0.38
C -1.655 1.806 -1.184 -0.68
O -1.156 0.199 0.558 -0.54
C -0.903 -1.093 -0.128 0.74
C -2.091 -1.949 -0.062 -0.68
O -0.270 -1.064 -1.264 -0.69
N 0.229 -1.717 0.857 -0.59
C 0.897 -2.939 0.317 -0.46
H 2.755 3.046 1.041 0.23
H 1.432 2.267 1.784 0.22
H 2.726 1.380 1.256 0.19
H 2.393 1.579 -0.993 0.19
H 1.491 3.101 -0.884 0.19
H -1.028 2.047 0.825 0.21
H -1.513 1.347 -2.108 0.23
H -1.571 2.934 -1.347 0.24
H -2.754 1.786 -0.803 0.24
H -2.522 -2.093 -0.988 0.26
H -1.895 -2.888 0.413 0.23
H -2.779 -1.385 0.458 0.26
H 0.401 -0.327 -1.169 0.52
H -0.104 -1.853 1.823 0.44
H 1.119 -1.070 0.960 0.45
H 1.874 -3.207 0.885 0.25
H 0.249 -3.907 0.409 0.24
H 1.084 -2.831 -0.705 0.24
```

Output
Electronic energy (Eh): -557.67102
Charge: +1
LUMO (eV): -2.949
Frontier orbital gap (eV): 10.91

An isolated ion of composition C4H9N3 and charge +2, computed with the ωB97M-V functional and the def2-TZVPD basis.

Geometry as XYZ:
```
16
Properties=species:S:1:pos:R:3:nbo_charge:R:1
C -1.112 -1.663 1.820 0.60
N -1.170 -1.302 0.729 -0.21
C -0.994 -0.920 -0.547 -0.10
N -0.087 0.314 -0.635 -0.22
C 1.307 -0.247 -0.861 -0.40
N -0.109 0.954 0.683 -0.32
C 0.346 2.135 0.774 0.04
H -1.075 -2.230 2.704 0.32
H -0.439 -1.633 -1.262 0.31
H -1.893 -0.650 -1.024 0.29
H -0.569 1.000 -1.241 0.47
H 1.415 -1.014 -1.521 0.25
H 1.815 0.585 -1.252 0.25
H 1.737 -0.522 -0.003 0.25
H 0.487 2.607 -0.171 0.20
H 0.341 2.584 1.806 0.29
```

Output
Electronic energy (Eh): -321.23396
Charge: +2
LUMO (eV): -9.610
Frontier orbital gap (eV): 10.63

An isolated ion of composition C16H9ClNO6 and charge -1, computed with the ωB97M-V functional and the def2-TZVPD basis.

Geometry as XYZ:
```
33
Properties=species:S:1:pos:R:3:nbo_charge:R:1
O -2.096 -1.073 -4.685 -0.77
C -1.730 -0.493 -5.720 0.73
O -1.459 -1.038 -6.821 -0.76
C -1.429 1.006 -5.647 -0.34
N -1.060 1.525 -4.326 -0.45
C -1.950 1.804 -3.323 0.90
O -3.052 2.275 -3.598 -0.59
O -1.457 1.625 -2.077 -0.45
C -0.202 1.107 -2.272 0.22
C 0.636 0.573 -1.308 -0.24
C 0.337 0.607 0.094 0.25
C -0.534 1.402 0.790 -0.28
C -0.435 1.026 2.178 -0.26
C 0.501 0.046 2.261 0.23
C 0.939 -0.734 3.417 0.01
C 1.842 -1.773 3.190 -0.21
C 2.234 -2.606 4.251 -0.20
C 1.708 -2.404 5.548 -0.24
C 0.876 -1.286 5.823 -0.06
Cl 0.326 -0.927 7.414 0.02
C 0.518 -0.489 4.742 -0.23
O 1.000 -0.199 0.990 -0.41
C 0.044 1.030 -3.700 0.63
O 1.143 0.765 -4.207 -0.57
H -0.610 1.244 -6.330 0.23
H -2.243 1.620 -6.051 0.23
H 1.490 0.018 -1.652 0.26
H -1.225 2.105 0.364 0.24
H -0.998 1.459 3.001 0.22
H 2.217 -1.985 2.219 0.23
H 2.870 -3.462 4.093 0.22
H 1.994 -3.072 6.373 0.22
H -0.193 0.304 4.969 0.22
```

Output
Electronic energy (Eh): -1581.59481
Charge: -1
LUMO (eV): 1.595
Frontier orbital gap (eV): 6.38